DFT (ωB97M-V/def2-TZVPD) results for a structure of composition C23H17AgBrF10N4.

Atoms and positions in Å:
Ag (0.355, 0.999, -0.104)
C (0.023, -2.977, 1.321)
N (-0.057, -1.540, 1.205)
C (0.815, -0.848, 2.145)
C (2.243, -0.663, 1.638)
N (2.321, 0.336, 0.581)
C (3.510, 0.646, 0.067)
C (3.602, 1.614, -0.978)
F (2.461, 2.183, -1.423)
C (4.772, 2.022, -1.569)
F (4.744, 2.946, -2.543)
C (5.988, 1.493, -1.172)
F (7.144, 1.891, -1.745)
C (5.971, 0.547, -0.170)
F (7.133, 0.008, 0.243)
C (4.792, 0.140, 0.426)
F (4.929, -0.796, 1.403)
C (-1.431, -1.065, 1.110)
C (-1.945, -1.008, -0.329)
N (-1.521, 0.198, -1.029)
C (-1.887, 0.354, -2.303)
C (-2.697, -0.484, -3.118)
F (-3.205, -1.651, -2.640)
C (-3.033, -0.185, -4.426)
F (-3.810, -1.040, -5.114)
C (-2.599, 0.966, -5.043)
F (-2.938, 1.250, -6.318)
C (-1.805, 1.829, -4.302)
F (-1.368, 2.965, -4.864)
C (-1.480, 1.533, -3.003)
F (-0.707, 2.424, -2.340)
H (1.059, -3.307, 1.233)
H (-0.545, -3.447, 0.517)
H (-0.376, -3.334, 2.288)
H (0.872, -1.384, 3.110)
H (0.399, 0.137, 2.367)
H (2.616, -1.634, 1.285)
H (2.853, -0.395, 2.509)
H (-1.509, -0.080, 1.570)
H (-2.116, -1.721, 1.678)
H (-3.042, -1.085, -0.294)
H (-1.595, -1.916, -0.837)
C (-4.738, 1.768, 0.235)
C (-3.547, 2.068, 1.103)
C (-3.566, 1.886, 2.479)
C (-2.419, 2.127, 3.221)
C (-1.291, 2.528, 2.529)
Br (0.326, 2.850, 3.488)
N (-1.229, 2.695, 1.225)
C (-2.352, 2.484, 0.533)
H (-5.668, 2.082, 0.709)
H (-4.797, 0.695, 0.044)
H (-4.650, 2.265, -0.730)
H (-4.473, 1.556, 2.974)
H (-2.395, 2.006, 4.294)
H (-2.288, 2.650, -0.531)

- Electronic energy: -131303.0718 eV
- Gap between HOMO and LUMO: 6.420 eV
- HOMO level: -4.01 eV
- Total charge: -1
- ΔE to the lowest compared entry with this formula, charge and spin: 0.0 kJ/mol
- Strongest force on any atom: 0.573 eV Å⁻¹



DFT (ωB97M-V/def2-TZVPD) results for a structure of composition C19H14BrCuN4O3S.

Atoms and positions in Å:
Cu (-0.786, 0.473, -1.298)
Br (-5.305, -0.434, 3.375)
C (-4.193, -0.706, 1.858)
C (-4.779, -0.777, 0.597)
C (-3.991, -0.965, -0.510)
C (-2.590, -1.070, -0.387)
O (-1.808, -1.102, -1.416)
C (-2.035, -1.059, 0.932)
C (-0.608, -1.224, 0.988)
N (0.166, -0.576, 1.770)
C (1.526, -0.611, 1.625)
C (2.322, -0.409, 2.741)
C (3.714, -0.396, 2.658)
C (4.339, -0.617, 1.457)
C (3.578, -0.796, 0.287)
C (4.167, -1.046, -0.971)
C (3.368, -1.217, -2.067)
C (1.981, -1.051, -1.920)
N (1.405, -0.797, -0.776)
C (2.156, -0.738, 0.343)
C (-2.834, -0.837, 2.041)
H (-5.850, -0.660, 0.499)
H (-4.410, -0.984, -1.504)
H (-0.222, -1.935, 0.250)
H (1.830, -0.289, 3.693)
H (4.298, -0.227, 3.553)
H (5.416, -0.667, 1.388)
H (5.246, -1.102, -1.041)
H (3.781, -1.438, -3.039)
H (1.326, -1.104, -2.777)
H (-2.378, -0.797, 3.021)
N (0.455, 1.936, -0.490)
C (-0.286, 3.193, -0.498)
C (-1.795, 2.889, -0.168)
O (-2.480, 3.791, 0.276)
O (-2.150, 1.702, -0.414)
H (0.553, 1.604, 0.466)
H (1.373, 2.011, -0.920)
H (-0.254, 3.631, -1.497)
H (0.109, 3.924, 0.218)
S (-0.276, 0.828, -3.510)
C (-1.591, 0.077, -4.155)
N (-2.488, -0.426, -4.678)

- Electronic energy: -157553.6984 eV
- Gap between HOMO and LUMO (spin up / spin down): 6.688 / 6.810 eV
- HOMO level (spin up / spin down): -4.87 / -5.00 eV
- Multiplicity: 2
- Total charge: -1
- Strongest force on any atom: 1.531 eV Å⁻¹
- Expectation value of S²: 0.755



DFT (ωB97M-V/def2-TZVPD) results for a structure of composition C18H22N8O2SW.

Atoms and positions in Å:
W (-0.302, 0.736, -0.251)
S (2.491, -5.117, -4.005)
N (0.997, -4.860, -3.488)
C (0.991, -3.685, -2.880)
C (-0.148, -3.056, -2.262)
C (-1.444, -3.603, -2.197)
C (-2.441, -2.891, -1.563)
C (-2.160, -1.649, -1.004)
N (-0.935, -1.108, -1.059)
C (0.061, -1.810, -1.679)
C (1.348, -1.179, -1.681)
N (1.414, 0.051, -1.060)
C (2.613, 0.702, -1.025)
C (3.747, 0.166, -1.587)
C (3.685, -1.076, -2.212)
C (2.465, -1.768, -2.266)
C (2.267, -3.056, -2.883)
N (3.198, -3.773, -3.491)
H (-1.640, -4.574, -2.640)
H (-3.447, -3.283, -1.490)
H (-2.933, -1.082, -0.498)
H (2.636, 1.668, -0.534)
H (4.677, 0.718, -1.535)
H (4.568, -1.519, -2.660)
N (-1.486, 2.786, -3.572)
C (-2.029, 2.409, -2.439)
N (-3.283, 2.667, -2.133)
O (-1.278, 1.751, -1.577)
H (-2.017, 3.284, -4.277)
H (-0.512, 2.615, -3.769)
H (-3.883, 3.193, -2.759)
H (-3.704, 2.330, -1.283)
C (-0.133, -1.366, 3.812)
N (0.031, 0.104, 3.807)
C (0.563, 0.653, 5.076)
C (-0.205, 0.818, 2.751)
O (-0.369, 0.175, 1.574)
N (-0.309, 2.159, 2.679)
C (-0.385, 2.723, 1.363)
C (-0.707, 3.040, 3.812)
H (-0.643, -1.635, 4.735)
H (0.849, -1.838, 3.800)
H (-0.724, -1.696, 2.967)
H (1.274, -0.074, 5.462)
H (-0.236, 0.779, 5.804)
H (1.085, 1.588, 4.905)
H (0.509, 2.442, 0.720)
H (-0.270, 3.807, 1.379)
H (-1.372, 2.552, 0.874)
H (-1.228, 2.453, 4.562)
H (-1.400, 3.788, 3.431)
H (0.156, 3.539, 4.245)

- Electronic energy: -47660.6463 eV
- Gap between HOMO and LUMO (spin up / spin down): 5.836 / 5.708 eV
- HOMO level (spin up / spin down): -20.05 / -20.05 eV
- Multiplicity: 3
- Total charge: +4
- ΔE to the lowest compared entry with this formula, charge and spin: 0.0 kJ/mol
- Strongest force on any atom: 0.622 eV Å⁻¹
- Expectation value of S²: 2.010



DFT (ωB97M-V/def2-TZVPD) results for a cluster of 9 separate species, C5H25N3O8 in total.

Atoms and positions in Å:
C (2.796, 0.216, 0.110)
C (1.629, 0.095, 1.201)
C (0.229, 0.272, 0.768)
C (-0.482, 1.072, -0.088)
N (-1.808, 0.618, -0.189)
C (-1.846, -0.560, 0.418)
N (-0.708, -0.865, 1.076)
N (2.941, -0.819, -0.859)
H (3.747, 0.483, 0.548)
H (2.419, 1.249, -0.417)
H (1.937, -0.780, 1.686)
H (1.949, 0.885, 2.051)
H (-0.102, 1.987, -0.533)
H (-2.433, -1.581, 0.271)
H (-0.663, -1.515, 1.977)
H (2.170, -0.695, -1.458)
H (2.981, -1.794, -0.574)
H (-3.090, -0.056, -2.710)
H (-1.540, -0.241, -2.236)
O (-2.330, -0.759, -2.619)
H (-1.329, 3.779, 0.215)
H (0.075, 4.576, 0.056)
O (-0.589, 4.031, -0.472)
H (1.196, 1.874, 4.123)
H (0.822, 1.826, 2.563)
O (0.391, 2.010, 3.510)
H (-3.719, 1.611, -1.859)
H (-2.581, 1.894, -2.853)
O (-3.498, 1.537, -2.818)
H (-0.603, -4.147, 2.096)
H (0.091, -4.132, 0.692)
O (0.196, -4.498, 1.700)
H (1.012, -2.815, -1.428)
H (-0.051, -3.763, -1.086)
O (0.400, -2.998, -0.681)
H (1.131, 0.649, -3.457)
H (2.225, 0.413, -4.517)
O (1.304, 0.369, -4.296)
H (-1.876, -0.252, 2.872)
H (-1.124, 0.843, 3.614)
O (-1.270, -0.020, 3.602)

- Electronic energy: -26436.9870 eV
- Gap between HOMO and LUMO: 9.125 eV
- HOMO level: -9.06 eV
- ΔE to the lowest compared entry with this formula, charge and spin: 80.7 kJ/mol
- Strongest force on any atom: 7.276 eV Å⁻¹
- SMILES: NCCc1cnc[nH]1.O.O.O.O.O.O.O.O



DFT (ωB97M-V/def2-TZVPD) results for a cluster of 2 separate species, C2H5OP in total.

Atoms and positions in Å:
C (-1.818, 0.457, -0.094)
C (0.246, -0.844, -0.522)
O (-0.722, 0.255, -0.665)
P (-0.249, -0.019, 3.278)
H (-1.904, -0.279, 0.780)
H (0.686, -0.788, 0.413)
H (0.830, -0.769, -1.372)
H (-0.348, -1.796, -0.377)
H (-0.796, -1.191, 3.060)

- Electronic energy: -13484.1999 eV
- Gap between HOMO and LUMO (spin up / spin down): 6.586 / 6.470 eV
- HOMO level (spin up / spin down): -8.27 / -8.23 eV
- ΔE to the lowest compared entry with this formula, charge and spin: 644.1 kJ/mol
- Strongest force on any atom: 4.301 eV Å⁻¹



DFT (ωB97M-V/def2-TZVPD) results for an isolated molecule of C3H7NO2S.

Atoms and positions in Å:
C (0.607, -0.490, 0.728)
C (-0.031, -1.287, 1.785)
C (0.085, 1.715, -2.118)
N (0.137, -0.717, -0.527)
O (1.349, 0.416, 0.880)
O (-0.756, -1.625, -0.925)
S (0.912, 0.135, -2.114)
H (0.542, -2.108, 1.949)
H (-0.075, -0.733, 2.698)
H (-0.903, -1.694, 1.297)
H (0.552, 2.270, -1.269)
H (-1.054, 1.593, -2.050)
H (0.351, 2.368, -2.929)
H (-0.533, -2.569, -0.680)

- Electronic energy: -19641.5911 eV
- Gap between HOMO and LUMO: 9.287 eV
- HOMO level: -8.87 eV
- ΔE to the lowest compared entry with this formula, charge and spin: 387.2 kJ/mol
- Strongest force on any atom: 4.885 eV Å⁻¹
- SMILES: CSN(O)C(C)=O